1.
{"formula": "C43H52N4OPmS", "method": "ωB97M-V/def2-TZVPD", "largest_force_ev_per_a": 2.273, "multiplicity": 5, "e_homo_ev": [-7.9, -7.9], "charge": 1, "relative_energy_kj_mol": 60.9, "species": ["Pm", "C", "C", "C", "C", "C", "C", "C", "C", "C", "C", "C", "C", "N", "C", "C", "N", "C", "C", "C", "C", "C", "C", "C", "C", "C", "C", "C", "C", "C", "C", "C", "C", "C", "C", "C", "C", "C", "C", "H", "H", "H", "H", "H", "H", "H", "H", "H", "H", "H", "H", "H", "H", "H", "H", "H", "H", "H", "H", "H", "H", "H", "H", "H", "H", "H", "H", "H", "H", "H", "H", "H", "H", "H", "H", "H", "H", "H", "H", "C", "N", "C", "C", "C", "O", "H", "H", "H", "H", "H", "H", "H", "H", "H", "S", "C", "C", "N", "C", "H", "H", "H"], "coordinates": [[-0.674109, -0.887346, 0.231483], [3.522291, -0.374246, 3.513883], [2.419291, -0.950746, 2.628583], [1.459091, -1.826546, 3.444183], [2.975291, -1.752846, 1.471983], [3.885791, -2.772746, 1.694083], [4.350191, -3.550546, 0.649283], [3.875291, -3.335546, -0.632817], [2.943891, -2.339746, -0.896517], [2.434491, -2.150246, -2.311717], [2.718891, -0.746446, -2.853217], [0.933791, -2.465246, -2.434917], [2.501091, -1.528346, 0.164283], [1.519491, -0.550246, -0.065017], [1.827791, 0.775954, 0.130083], [0.802891, 1.736354, 0.244283], [-0.495809, 1.343354, 0.473583], [-1.546909, 2.246054, 0.217783], [-2.354909, 2.667754, 1.290783], [-3.408809, 3.531054, 1.042083], [-3.670109, 3.970054, -0.244917], [-2.898009, 3.522554, -1.302917], [-1.829409, 2.664254, -1.093417], [-1.041909, 2.109154, -2.261117], [-0.447009, 3.219554, -3.126017], [-1.931209, 1.169154, -3.085817], [-2.053209, 2.098854, 2.660683], [-2.479309, 3.000754, 3.814583], [-2.736909, 0.725354, 2.787383], [1.404291, 3.063754, 0.208483], [0.953891, 4.360254, 0.262883], [1.897991, 5.404754, 0.196583], [3.249491, 5.190154, 0.090283], [3.753791, 3.867254, 0.056283], [5.105591, 3.451254, -0.019817], [5.412391, 2.113254, -0.031717], [4.434491, 1.099154, 0.016783], [3.112291, 1.465054, 0.083883], [2.805991, 2.850754, 0.110183], [3.087391, 0.297154, 4.250683], [4.230691, 0.191654, 2.913783], [4.059391, -1.157046, 4.040983], [1.842891, -0.101246, 2.238883], [1.947791, -2.748346, 3.750083], [0.571091, -2.081546, 2.847183], [1.137491, -1.293946, 4.335883], [4.230691, -2.965746, 2.697683], [5.070191, -4.330446, 0.837683], [4.240091, -3.948446, -1.443417], [2.971591, -2.868246, -2.940717], [2.092091, -0.007446, -2.358617], [2.524791, -0.705846, -3.923017], [3.756191, -0.472446, -2.684017], [0.329091, -1.667446, -1.944117], [0.711191, -3.440046, -1.993917], [0.652191, -2.494846, -3.486417], [-4.034409, 3.874854, 1.850683], [-4.489109, 4.649954, -0.425417], [-3.135109, 3.845554, -2.305017], [-0.205009, 1.506354, -1.873617], [-1.224509, 3.822654, -3.587917], [0.167191, 2.789854, -3.914417], [0.179491, 3.868754, -2.518517], [-2.805309, 1.691954, -3.467217], [-2.268909, 0.336154, -2.462717], [-1.372109, 0.770454, -3.930117], [-0.966109, 1.947354, 2.724983], [-3.561109, 3.093154, 3.866683], [-2.048209, 3.991854, 3.703983], [-2.133409, 2.583954, 4.757683], [-3.813609, 0.830854, 2.651583], [-2.552009, 0.303554, 3.775083], [-2.349009, 0.017554, 2.015083], [-0.096909, 4.593554, 0.349183], [1.533691, 6.421154, 0.231183], [3.935591, 6.023454, 0.034583], [5.891491, 4.192154, -0.061017], [6.449791, 1.814554, -0.079117], [4.740391, 0.063354, 0.010983], [-5.171109, -3.596746, -2.072117], [-3.877609, -2.977346, -1.873417], [-2.783209, -3.427946, -2.713217], [-3.676509, -1.942546, -1.058417], [-4.812509, -1.380246, -0.247517], [-2.536509, -1.428746, -0.954317], [-5.058609, -4.419946, -2.772317], [-5.888709, -2.893946, -2.495617], [-5.564409, -3.991446, -1.135517], [-2.939109, -4.465246, -2.999617], [-1.838609, -3.345346, -2.174817], [-2.727909, -2.812546, -3.612517], [-5.791809, -1.707646, -0.574917], [-4.752809, -0.293046, -0.307317], [-4.681609, -1.654746, 0.798983], [-0.348609, -5.736446, 0.894883], [-1.966209, -5.262146, 1.271383], [-2.080409, -3.906646, 1.257383], [-0.945109, -3.219546, 0.953283], [0.058591, -4.069446, 0.733183], [-2.724009, -5.991046, 1.472383], [-2.992309, -3.369646, 1.476383], [1.069291, -3.761346, 0.524083]], "forces_ev_per_angstrom": [[0.656, 1.096, 0.157], [-0.166, 0.035, -0.144], [-0.045, 0.069, 0.137], [0.024, 0.313, -0.218], [-0.343, 0.182, -0.242], [0.044, 0.040, -0.010], [-0.006, -0.090, 0.044], [-0.039, -0.017, 0.038], [-0.109, 0.040, 0.015], [-0.190, 0.318, 0.130], [-0.026, -0.086, -0.014], [0.136, 0.066, 0.121], [0.152, -0.320, -0.013], [-0.558, -0.550, 0.191], [-1.162, 1.940, -0.225], [1.820, -1.130, 0.255], [-0.468, -0.580, -0.228], [-0.286, 0.191, 0.026], [0.355, -0.228, -0.085], [-0.005, 0.002, 0.025], [-0.070, -0.003, -0.089], [0.000, 0.096, 0.087], [0.175, -0.342, 0.193], [0.039, -0.039, -0.157], [0.072, -0.190, 0.161], [0.205, 0.044, 0.195], [0.013, -0.029, -0.011], [0.057, -0.175, -0.142], [0.429, 0.095, -0.041], [0.334, 0.384, 0.109], [-0.091, -0.560, 0.016], [0.351, 0.395, -0.025], [-0.079, 0.127, 0.023], [-0.472, -0.554, 0.022], [0.170, -0.067, -0.004], [0.339, 0.357, -0.025], [-0.515, -0.105, 0.024], [0.269, 0.234, -0.130], [0.103, 0.218, 0.020], [0.009, 0.053, 0.121], [0.083, 0.064, -0.022], [0.121, -0.112, 0.114], [0.206, -0.177, 0.059], [-0.037, -0.167, 0.049], [0.073, -0.106, 0.176], [-0.143, 0.014, 0.114], [0.111, -0.021, 0.152], [0.111, -0.108, 0.006], [0.033, -0.077, -0.141], [-0.090, -0.014, 0.063], [0.022, 0.063, -0.016], [-0.020, -0.002, -0.135], [0.128, 0.056, -0.016], [0.357, -0.424, -0.461], [-0.135, 0.019, 0.011], [-0.180, 0.058, -0.043], [-0.052, 0.057, 0.131], [-0.075, 0.062, -0.016], [-0.020, 0.071, -0.152], [-0.176, 0.244, -0.080], [-0.101, 0.081, -0.078], [0.057, 0.002, -0.119], [0.066, 0.089, -0.001], [-0.117, 0.036, -0.060], [-0.083, 0.055, -0.156], [0.030, -0.083, -0.131], [-0.266, 0.032, -0.044], [-0.152, 0.069, 0.061], [0.005, 0.117, 0.000], [0.000, -0.022, 0.118], [-0.035, -0.111, -0.104], [0.019, -0.192, -0.004], [-0.340, 0.272, 0.387], [-0.117, 0.048, -0.001], [-0.016, 0.100, -0.007], [0.010, 0.101, 0.008], [0.090, 0.029, 0.004], [0.095, 0.010, -0.012], [0.051, -0.114, -0.029], [-0.571, -0.107, 0.012], [0.372, 0.539, 0.381], [0.475, -0.039, -0.145], [-0.547, -0.429, -0.255], [0.173, 0.085, -0.177], [-0.497, -0.163, -0.228], [-0.002, 0.030, 0.063], [-0.015, -0.029, -0.008], [-0.026, -0.011, -0.043], [-0.034, 0.042, 0.055], [-0.097, -0.023, -0.094], [0.081, -0.037, -0.038], [-0.030, -0.014, 0.002], [0.009, -0.004, 0.012], [0.027, -0.035, 0.069], [-0.414, 1.291, 0.025], [0.480, 0.163, -0.157], [-0.514, -0.646, 0.107], [1.213, -1.642, 0.075], [-0.798, -0.248, 0.426], [-0.194, -0.136, 0.094], [0.003, 0.005, 0.011], [0.278, 0.158, -0.114]], "mulliken_spin": [4.06, 0.00, 0.01, 0.00, -0.01, 0.00, 0.00, 0.00, 0.00, 0.00, 0.00, -0.01, 0.00, -0.03, 0.00, -0.01, -0.04, 0.01, 0.00, 0.00, 0.00, 0.00, -0.01, 0.00, 0.00, 0.00, 0.00, 0.00, 0.00, 0.00, 0.00, 0.00, 0.00, 0.00, 0.00, 0.00, 0.00, 0.00, 0.00, 0.00, 0.00, 0.00, 0.01, 0.00, 0.00, 0.00, 0.00, 0.00, 0.00, 0.00, 0.00, 0.00, 0.00, 0.02, 0.00, 0.00, 0.00, 0.00, 0.00, 0.00, 0.00, 0.00, 0.00, 0.00, 0.00, 0.00, 0.00, 0.00, 0.00, 0.00, 0.00, 0.00, 0.01, 0.00, 0.00, 0.00, 0.00, 0.00, 0.00, 0.00, 0.00, 0.00, 0.00, 0.00, 0.00, 0.00, 0.00, 0.00, 0.00, 0.00, 0.00, 0.00, 0.00, 0.00, 0.00, 0.00, 0.00, 0.00, -0.01, 0.00, 0.00, 0.00]}

---

2.
{"formula": "C18H21FGaI2N3OP", "method": "ωB97M-V/def2-TZVPD", "largest_force_ev_per_a": 3.767, "e_homo_ev": -5.3, "charge": -1, "species": ["C", "C", "I", "C", "I", "Ga", "F", "P", "O", "H", "H", "H", "H", "H", "H", "N", "C", "C", "C", "C", "C", "H", "H", "H", "H", "H", "N", "C", "C", "C", "C", "C", "H", "H", "H", "H", "H", "N", "C", "C", "C", "C", "C", "H", "H", "H", "H", "H"], "coordinates": [[7.805693, -2.238384, -0.889612], [6.316292, -2.036243, -0.353889], [6.070523, -2.423651, 1.796211], [5.222683, -1.666629, -1.175451], [5.515751, -1.300988, -3.329490], [3.303801, -1.493749, -0.366578], [2.348858, -0.017233, -1.118339], [2.181751, -3.503055, -0.982330], [2.370945, -4.460454, 0.246009], [7.997892, -1.757769, -1.892446], [7.994083, -3.362220, -0.880411], [8.488235, -1.793682, -0.090608], [3.298125, -1.355171, 1.215452], [0.781647, -3.276065, -1.217845], [2.837262, -4.146638, -2.093486], [0.747253, 4.170524, 0.511059], [-0.471338, 4.612544, 0.164911], [-1.418868, 3.834471, -0.479225], [-1.090194, 2.522681, -0.789309], [0.162890, 2.039396, -0.445322], [1.039050, 2.896999, 0.200993], [-0.680049, 5.645412, 0.425565], [-2.389268, 4.243426, -0.733223], [-1.805158, 1.882723, -1.294974], [0.454256, 1.021586, -0.672300], [2.029304, 2.564598, 0.493636], [-1.243647, -0.758784, 4.006357], [-1.715065, -1.967468, 3.666489], [-1.140590, -2.775904, 2.698967], [-0.013605, -2.309533, 2.037655], [0.493825, -1.061863, 2.367956], [-0.151921, -0.331870, 3.353356], [-2.599396, -2.287616, 4.208615], [-1.563411, -3.745648, 2.467945], [0.464817, -2.913009, 1.273441], [1.371386, -0.666215, 1.872339], [0.209609, 0.647725, 3.649175], [-4.815853, 2.811429, -2.109125], [-5.529623, 2.081745, -2.978379], [-6.348708, 1.026860, -2.609891], [-6.434335, 0.701917, -1.264287], [-5.704792, 1.439611, -0.344292], [-4.917415, 2.478293, -0.814447], [-5.427016, 2.371948, -4.018803], [-6.904793, 0.473397, -3.355931], [-7.063361, -0.117915, -0.935929], [-5.746638, 1.213984, 0.713613], [-4.330888, 3.086484, -0.133820]], "forces_ev_per_angstrom": [[-0.574, -0.245, 1.805], [-1.079, 0.946, -3.482], [0.384, 0.138, -1.421], [2.035, -0.784, 2.774], [-0.055, -0.261, 1.221], [-0.046, 0.873, -0.731], [0.665, -0.968, 0.413], [1.122, -1.460, 2.775], [-0.613, 1.328, -1.796], [-0.431, -0.666, 1.177], [-0.068, 1.424, -0.305], [-0.692, -0.524, -1.186], [-0.099, 0.086, -0.455], [0.390, -0.309, -0.675], [-0.910, 0.418, -0.178], [-0.403, -0.300, -0.255], [0.478, -0.090, 0.171], [0.003, -0.029, 0.005], [-0.019, -0.032, 0.007], [-0.262, -0.112, -0.053], [0.070, 0.526, 0.217], [-0.061, -0.012, -0.024], [0.051, 0.028, -0.045], [0.021, 0.038, 0.013], [0.173, 0.095, 0.010], [-0.053, -0.104, -0.092], [0.184, -0.290, -0.332], [0.114, 0.436, 0.177], [0.045, 0.111, -0.001], [0.067, -0.051, -0.187], [-0.109, 0.012, 0.016], [-0.413, -0.087, 0.292], [0.005, -0.053, -0.027], [0.015, 0.030, 0.018], [0.074, -0.044, 0.132], [-0.070, -0.036, 0.043], [0.033, -0.018, -0.066], [-0.345, -0.433, 0.182], [0.318, 0.348, 0.198], [0.001, -0.011, 0.113], [-0.050, -0.058, 0.040], [-0.090, -0.073, -0.082], [0.135, 0.260, -0.415], [-0.037, -0.053, 0.003], [0.042, 0.032, 0.008], [0.041, 0.036, -0.016], [0.043, 0.026, -0.041], [-0.029, -0.088, 0.053]], "lowdin_charge": [-0.22, -0.83, 0.72, -0.78, 0.65, 0.19, -0.43, 0.53, -0.65, 0.01, 0.08, 0.05, -0.08, -0.06, -0.05, 0.04, -0.17, -0.10, -0.08, -0.06, -0.14, 0.09, 0.08, 0.10, 0.08, 0.10, 0.04, -0.18, -0.08, -0.06, -0.07, -0.15, 0.09, 0.10, 0.07, 0.05, 0.10, 0.06, -0.16, -0.08, -0.08, -0.07, -0.16, 0.10, 0.10, 0.10, 0.10, 0.09]}